{"formula": "C5H16MnNO", "method": "ωB97M-V with the def2-TZVPD basis set", "lumo_energy_ev": [3.4, 3.4], "charge": -1, "spin_multiplicity": 6, "species": ["C", "Mn", "N", "H", "H", "H", "H", "H", "H", "H", "H", "C", "C", "C", "O", "C", "H", "H", "H", "H", "H", "H", "H", "H"], "xyz": [[-1.62, 0.87, -3.69], [-0.51, 1.22, -2.04], [0.59, -0.69, -2.13], [-0.31, 2.61, -0.96], [0.25, 2.06, -0.69], [-2.18, 1.82, -3.63], [-2.23, -0.03, -3.51], [-0.97, 0.79, -4.58], [0.06, -1.36, -1.57], [1.49, -0.62, -1.65], [0.75, -1.10, -3.05], [0.61, 0.23, 2.97], [0.04, -1.20, 2.82], [0.16, -1.52, 1.31], [0.50, -0.32, 0.60], [0.64, 0.78, 1.54], [0.00, 0.85, 3.62], [1.63, 0.19, 3.37], [-1.01, -1.22, 3.10], [0.59, -1.93, 3.42], [0.94, -2.29, 1.14], [-0.79, -1.91, 0.91], [-0.20, 1.47, 1.38], [1.57, 1.32, 1.32]]}

{"formula": "C38H52N9O2PRbS", "method": "ωB97M-V with the def2-TZVPD basis set", "lumo_energy_ev": -2.4, "de_lowest_kcal_mol": 1.7, "charge": 1, "species": ["Rb", "N", "C", "C", "C", "C", "C", "N", "C", "C", "C", "C", "C", "N", "H", "H", "H", "H", "H", "H", "H", "H", "H", "N", "C", "C", "C", "C", "C", "C", "S", "O", "O", "N", "C", "N", "C", "C", "C", "N", "H", "H", "H", "H", "H", "H", "H", "H", "H", "C", "C", "C", "C", "P", "C", "C", "C", "C", "C", "C", "C", "C", "C", "C", "H", "H", "H", "H", "H", "H", "H", "H", "H", "H", "H", "H", "H", "H", "H", "H", "H", "H", "H", "H", "H", "H", "H", "N", "C", "C", "N", "C", "C", "H", "H", "H", "H", "H", "H", "H", "H", "H", "H", "H"], "xyz": [[0.60, 0.27, -0.53], [-2.99, 4.96, 0.86], [-1.61, 5.03, 0.70], [-1.09, 6.17, 0.06], [0.26, 6.26, -0.14], [1.09, 5.23, 0.29], [0.49, 4.16, 0.93], [-0.83, 4.06, 1.15], [-3.82, 3.82, 0.82], [-5.07, 3.97, 0.21], [-5.91, 2.88, 0.12], [-5.47, 1.66, 0.62], [-4.23, 1.61, 1.21], [-3.42, 2.67, 1.35], [-3.46, 5.76, 0.47], [-1.76, 6.95, -0.29], [0.67, 7.13, -0.64], [2.16, 5.26, 0.15], [1.07, 3.33, 1.31], [-5.36, 4.93, -0.20], [-6.88, 2.98, -0.35], [-6.07, 0.76, 0.54], [-3.85, 0.67, 1.58], [-7.48, -3.00, -1.65], [-6.19, -2.58, -1.38], [-5.67, -1.45, -2.01], [-4.40, -1.00, -1.71], [-3.63, -1.67, -0.77], [-4.14, -2.79, -0.13], [-5.41, -3.25, -0.43], [-1.99, -1.12, -0.47], [-2.02, 0.34, -0.59], [-1.09, -1.73, -1.43], [-1.74, -1.49, 1.04], [-0.70, -2.16, 1.59], [-0.81, -2.34, 2.93], [0.12, -3.07, 3.52], [1.20, -3.62, 2.85], [1.30, -3.27, 1.51], [0.39, -2.54, 0.88], [-7.87, -2.72, -2.53], [-7.69, -3.96, -1.42], [-6.27, -0.92, -2.74], [-4.00, -0.12, -2.19], [-3.54, -3.31, 0.62], [-5.80, -4.12, 0.08], [0.00, -3.23, 4.59], [1.95, -4.22, 3.34], [2.16, -3.58, 0.93], [4.63, 2.11, 0.39], [5.02, 1.18, -0.76], [6.52, 0.90, -0.66], [4.71, 1.90, -2.08], [3.87, -0.30, -0.60], [4.51, -1.12, 0.91], [3.79, -0.90, 2.08], [4.19, -1.45, 3.29], [5.33, -2.24, 3.34], [6.06, -2.47, 2.19], [5.66, -1.92, 0.98], [4.09, -1.50, -2.02], [3.13, -1.04, -3.13], [5.49, -1.68, -2.62], [3.58, -2.86, -1.53], [5.22, 3.02, 0.34], [4.82, 1.64, 1.36], [3.57, 2.38, 0.35], [7.06, 1.84, -0.75], [6.87, 0.24, -1.45], [6.78, 0.46, 0.30], [5.25, 2.85, -2.10], [3.65, 2.12, -2.19], [5.03, 1.33, -2.95], [2.89, -0.29, 2.03], [3.61, -1.27, 4.19], [5.65, -2.67, 4.28], [6.95, -3.09, 2.22], [6.24, -2.10, 0.10], [3.31, -0.01, -3.45], [2.09, -1.15, -2.83], [3.27, -1.68, -4.01], [5.85, -0.76, -3.09], [5.45, -2.44, -3.40], [6.23, -1.99, -1.89], [2.59, -2.77, -1.07], [4.25, -3.32, -0.80], [3.48, -3.54, -2.38], [-1.24, 1.42, 4.90], [0.19, 0.98, 5.10], [1.00, 1.33, 3.85], [0.42, 0.79, 2.64], [-0.97, 1.22, 2.48], [-1.84, 0.82, 3.65], [-1.27, 2.44, 4.82], [-1.79, 1.17, 5.72], [0.16, -0.10, 5.25], [0.57, 1.46, 6.00], [2.02, 0.96, 3.99], [1.07, 2.42, 3.76], [0.46, -0.23, 2.68], [-1.41, 0.78, 1.59], [-1.01, 2.30, 2.33], [-1.86, -0.27, 3.79], [-2.84, 1.22, 3.56]]}